Computed, not measured: a 13-piece molecular cluster, C66H75F3O12 overall at a distorted geometry, with ωB97M-V/def2-TZVPD.

```
! RIJCOSX wB97M-V def2-TZVPD def2/J DEFGRID3
* xyz 0 1
C 5.024 1.999 1.669
O 4.869 1.575 0.315
C 5.072 0.306 -0.008
O 5.554 -0.527 0.718
O 4.646 0.127 -1.243
C 4.929 -1.069 -1.960
H 4.059 1.951 2.160
H 5.356 3.032 1.608
H 5.797 1.423 2.173
H 3.927 -1.333 -2.303
H 5.267 -1.935 -1.393
H 5.591 -0.949 -2.814
C 2.549 -2.980 2.507
O 3.715 -3.763 2.639
C 4.293 -3.912 3.817
O 3.923 -3.447 4.854
O 5.352 -4.699 3.628
C 6.219 -4.881 4.739
H 2.041 -3.287 1.595
H 2.776 -1.914 2.447
H 1.852 -3.088 3.340
H 5.721 -5.558 5.437
H 6.395 -3.949 5.281
H 7.176 -5.253 4.387
C -2.655 2.079 -7.532
O -2.112 1.138 -6.624
C -2.758 0.957 -5.474
O -3.827 1.418 -5.201
O -2.041 0.108 -4.752
C -2.475 -0.119 -3.423
H -2.107 1.916 -8.458
H -2.480 3.112 -7.231
H -3.719 1.917 -7.698
H -3.204 -0.916 -3.308
H -2.882 0.801 -3.001
H -1.641 -0.382 -2.774
C -1.160 -0.783 6.828
O -0.377 0.254 6.241
C 0.461 -0.044 5.260
O 0.946 -1.129 5.067
O 0.621 1.044 4.521
C 1.428 1.005 3.362
H -0.600 -1.237 7.643
H -1.435 -1.502 6.055
H -2.084 -0.332 7.181
H 2.253 1.710 3.284
H 0.755 1.257 2.541
H 1.836 0.023 3.129
F -5.847 -0.256 7.055
C -5.481 -0.342 5.764
C -5.850 0.700 4.920
C -5.458 0.671 3.590
C -4.653 -0.374 3.141
C -4.353 -1.439 3.977
C -4.712 -1.406 5.320
H -6.521 1.457 5.305
H -5.800 1.471 2.949
H -4.335 -0.301 2.108
H -3.770 -2.266 3.596
H -4.485 -2.185 6.035
F -0.200 -4.229 0.906
C -0.008 -5.540 0.685
C 0.444 -6.356 1.714
C 0.663 -7.702 1.464
C 0.398 -8.255 0.221
C 0.018 -7.412 -0.823
C -0.120 -6.064 -0.584
H 0.584 -5.838 2.656
H 0.958 -8.330 2.295
H 0.544 -9.312 0.043
H -0.186 -7.829 -1.799
H -0.555 -5.477 -1.389
F 0.761 3.662 -4.215
C 1.614 2.699 -4.615
C 1.224 1.385 -4.511
C 2.132 0.372 -4.814
C 3.346 0.703 -5.384
C 3.707 2.030 -5.607
C 2.859 3.028 -5.129
H 0.232 1.111 -4.176
H 1.777 -0.640 -4.678
H 4.122 0.003 -5.678
H 4.621 2.328 -6.097
H 3.143 4.057 -5.319
C 4.089 6.233 1.106
C 4.395 5.425 0.007
C 3.525 4.479 -0.459
C 2.323 4.224 0.223
C 2.010 5.019 1.313
C 2.881 6.043 1.731
H 4.764 7.035 1.371
H 5.351 5.554 -0.490
H 3.833 3.833 -1.273
H 1.754 3.319 0.056
H 1.128 4.790 1.900
H 2.561 6.705 2.527
C -0.098 -0.855 0.533
C -1.271 -0.217 0.168
C -1.161 0.934 -0.584
C 0.055 1.327 -1.110
C 1.244 0.655 -0.806
C 1.132 -0.424 0.078
H -0.121 -1.774 1.108
H -2.254 -0.654 0.299
H -2.031 1.511 -0.877
H 0.104 2.159 -1.806
H 2.220 0.997 -1.123
H 1.983 -1.047 0.331
C -3.497 -3.375 0.724
C -2.925 -3.194 -0.506
C -3.749 -2.960 -1.609
C -5.126 -2.884 -1.495
C -5.688 -2.963 -0.221
C -4.875 -3.266 0.868
H -2.865 -3.622 1.571
H -1.883 -3.321 -0.770
H -3.342 -2.943 -2.613
H -5.753 -2.843 -2.375
H -6.758 -2.900 -0.071
H -5.343 -3.442 1.828
C -2.876 3.644 4.579
C -2.323 2.520 3.968
C -1.800 2.569 2.670
C -1.900 3.759 1.981
C -2.434 4.901 2.571
C -2.897 4.843 3.870
H -3.311 3.554 5.564
H -2.242 1.592 4.520
H -1.362 1.642 2.329
H -1.490 3.818 0.975
H -2.468 5.822 2.005
H -3.322 5.764 4.252
C -3.379 7.123 -2.892
C -3.523 6.608 -4.183
C -3.015 5.373 -4.545
C -2.426 4.566 -3.586
C -2.306 5.021 -2.282
C -2.808 6.283 -1.955
H -3.752 8.102 -2.632
H -3.930 7.195 -5.000
H -3.092 5.074 -5.582
H -1.872 3.674 -3.857
H -1.723 4.428 -1.590
H -2.673 6.652 -0.942
C 1.457 -4.192 -4.476
C 0.844 -3.166 -3.746
C 1.272 -2.882 -2.468
C 2.321 -3.542 -1.857
C 2.884 -4.605 -2.571
C 2.439 -4.937 -3.852
H 1.035 -4.461 -5.435
H 0.118 -2.498 -4.196
H 0.892 -1.973 -2.009
H 2.708 -3.295 -0.878
H 3.741 -5.074 -2.104
H 2.946 -5.751 -4.355
*
```

The value obtained for the total energy is -3762.38347 Eh. As for the HOMO energy: -9.1 eV. The molar mass comes out at 1117.3 g mol⁻¹.



Computed, not measured: a 11-piece molecular cluster, C67H151Br2N8O overall at a distorted geometry, with ωB97M-V/def2-TZVPD.

```
! RIJCOSX wB97M-V def2-TZVPD def2/J DEFGRID3
* xyz 5 1
C -0.679 -0.987 -0.460
C 0.529 -0.028 -0.450
C 0.677 0.564 0.977
O 1.622 -0.694 -0.934
H -0.753 -1.576 -1.373
H -1.546 -0.327 -0.497
H -0.814 -1.639 0.403
H 0.350 0.776 -1.163
H 1.285 1.461 0.861
H 0.996 -0.099 1.781
H -0.109 1.211 1.368
C -2.500 2.280 -2.895
C -2.263 1.220 -3.936
C -3.259 1.311 -5.139
N -3.302 0.087 -6.076
C -2.116 0.135 -7.048
C -4.542 0.195 -7.007
C -4.816 -1.251 -7.411
C -4.224 -2.179 -6.562
C -3.488 -1.308 -5.524
H -1.927 1.952 -2.028
H -3.497 2.332 -2.459
H -2.209 3.290 -3.185
H -2.273 0.288 -3.372
H -1.202 1.332 -4.158
H -3.146 2.201 -5.757
H -4.282 1.370 -4.766
H -1.192 0.130 -6.470
H -2.207 1.098 -7.551
H -2.066 -0.782 -7.635
H -4.519 0.845 -7.882
H -5.268 0.633 -6.322
H -4.677 -1.432 -8.476
H -5.879 -1.485 -7.354
H -3.532 -2.774 -7.159
H -4.911 -2.890 -6.104
H -2.512 -1.652 -5.181
H -4.178 -1.194 -4.688
C 2.941 8.816 -2.809
C 3.487 7.824 -1.780
C 2.410 6.685 -1.672
N 2.632 5.669 -0.495
C 4.072 5.254 -0.277
C 1.776 4.466 -0.868
C 0.950 4.254 0.417
C 0.775 5.614 0.987
C 2.201 6.238 0.836
H 2.405 9.646 -2.349
H 2.350 8.370 -3.609
H 3.734 9.201 -3.450
H 3.694 8.223 -0.787
H 4.388 7.413 -2.234
H 2.424 6.138 -2.615
H 1.417 7.130 -1.608
H 4.622 6.111 0.111
H 4.406 5.037 -1.292
H 4.050 4.415 0.418
H 2.326 3.591 -1.213
H 1.016 4.685 -1.618
H 1.430 3.484 1.021
H 0.016 3.721 0.236
H 0.412 5.494 2.007
H 0.086 6.309 0.508
H 2.864 5.831 1.600
H 2.342 7.317 0.764
C 1.021 -7.729 -0.961
C 2.450 -7.283 -0.640
C 2.529 -6.450 0.545
N 2.928 -4.991 0.350
C 1.767 -4.312 -0.472
C 3.101 -4.139 1.622
C 3.886 -2.884 1.212
C 4.765 -3.372 0.055
C 4.236 -4.695 -0.408
H 0.952 -8.234 -1.924
H 0.304 -6.916 -1.080
H 0.620 -8.462 -0.261
H 2.963 -6.861 -1.504
H 2.981 -8.200 -0.385
H 3.261 -6.816 1.265
H 1.528 -6.355 0.964
H 0.841 -4.641 -0.001
H 1.656 -4.689 -1.488
H 1.899 -3.235 -0.364
H 2.079 -3.984 1.967
H 3.622 -4.618 2.450
H 3.215 -2.086 0.895
H 4.372 -2.479 2.100
H 4.811 -2.596 -0.709
H 5.801 -3.546 0.346
H 4.113 -4.859 -1.478
H 4.820 -5.543 -0.052
C -0.760 -5.744 8.321
C -1.208 -5.202 7.048
C -1.338 -3.678 7.115
N -1.450 -2.943 5.699
C -2.620 -3.563 4.918
C -0.180 -2.994 4.854
C -0.025 -1.602 4.286
C -0.654 -0.673 5.335
C -1.822 -1.466 6.007
H 0.074 -5.228 8.795
H -0.643 -6.827 8.372
H -1.589 -5.556 9.003
H -2.225 -5.504 6.797
H -0.491 -5.353 6.241
H -0.621 -3.241 7.809
H -2.307 -3.527 7.589
H -2.680 -2.955 4.015
H -3.548 -3.383 5.460
H -2.383 -4.615 4.757
H -0.236 -3.762 4.082
H 0.614 -3.206 5.569
H -0.609 -1.545 3.367
H 1.051 -1.431 4.255
H -0.983 0.315 5.012
H 0.023 -0.342 6.122
H -2.760 -1.406 5.456
H -2.059 -1.423 7.070
C 5.099 1.235 0.953
C 4.169 1.677 2.092
C 4.820 1.646 3.432
N 3.868 2.174 4.620
C 2.527 1.383 4.833
C 4.721 2.103 5.897
C 3.957 3.028 6.891
C 3.443 4.203 6.082
C 3.698 3.781 4.643
H 6.160 1.426 1.114
H 4.852 1.859 0.094
H 5.066 0.222 0.552
H 3.238 1.122 1.972
H 4.013 2.736 1.886
H 5.638 2.366 3.430
H 5.261 0.672 3.648
H 2.736 0.315 4.775
H 1.927 1.631 3.957
H 2.016 1.693 5.744
H 4.709 1.090 6.300
H 5.687 2.465 5.543
H 3.214 2.450 7.440
H 4.689 3.389 7.614
H 2.359 4.214 6.203
H 3.884 5.183 6.264
H 2.912 4.004 3.921
H 4.603 4.257 4.266
C -6.910 4.947 4.248
C -6.013 4.876 3.046
C -4.781 3.975 3.197
N -3.820 4.051 1.958
C -3.036 5.349 2.237
C -4.544 3.963 0.568
C -4.841 2.494 0.351
C -3.574 1.792 0.949
C -2.986 2.775 1.941
H -7.275 3.939 4.446
H -7.725 5.662 4.134
H -6.308 5.155 5.132
H -5.619 5.866 2.817
H -6.700 4.597 2.247
H -5.169 2.966 3.335
H -4.255 4.173 4.130
H -3.747 6.174 2.283
H -2.347 5.624 1.438
H -2.644 5.062 3.213
H -3.837 4.392 -0.141
H -5.481 4.520 0.582
H -4.774 2.390 -0.732
H -5.651 1.996 0.883
H -2.723 1.735 0.271
H -3.887 0.790 1.245
H -1.991 3.071 1.608
H -2.845 2.386 2.949
C 6.475 -0.328 -7.620
C 5.839 0.095 -6.244
C 4.538 -0.727 -5.935
N 3.720 -0.276 -4.681
C 4.543 -0.489 -3.454
C 2.287 -0.921 -4.611
C 1.277 0.251 -4.391
C 2.122 1.499 -4.102
C 3.407 1.243 -4.919
H 6.490 -1.380 -7.902
H 7.523 -0.027 -7.604
H 6.044 0.138 -8.507
H 5.737 1.174 -6.368
H 6.556 -0.122 -5.452
H 4.823 -1.750 -5.688
H 3.791 -0.716 -6.729
H 5.525 -0.017 -3.502
H 4.823 -1.541 -3.410
H 3.835 -0.338 -2.639
H 2.354 -1.722 -3.875
H 2.095 -1.454 -5.543
H 0.518 0.160 -3.615
H 0.754 0.507 -5.313
H 2.246 1.548 -3.020
H 1.651 2.402 -4.490
H 4.255 1.860 -4.625
H 3.225 1.531 -5.954
C -1.148 -4.357 -3.168
C -2.060 -4.461 -1.944
C -3.322 -3.622 -1.957
N -4.237 -3.850 -0.710
C -3.502 -3.465 0.600
C -5.610 -3.126 -0.714
C -6.511 -4.176 0.003
C -6.092 -5.511 -0.630
C -4.613 -5.389 -0.560
H -0.526 -3.473 -3.310
H -1.927 -4.390 -3.930
H -0.358 -5.083 -3.357
H -1.457 -4.013 -1.155
H -2.119 -5.522 -1.701
H -3.986 -3.713 -2.817
H -3.017 -2.579 -2.043
H -3.341 -2.387 0.595
H -2.554 -4.002 0.640
H -4.292 -3.676 1.321
H -5.610 -2.239 -0.081
H -5.888 -2.914 -1.747
H -6.385 -4.233 1.084
H -7.546 -4.013 -0.297
H -6.500 -6.408 -0.165
H -6.434 -5.575 -1.663
H -4.147 -5.767 0.350
H -4.211 -5.954 -1.401
Br -0.603 3.524 4.783
Br -6.129 0.206 -2.322
*
```

The value obtained for the total energy is -8302.75289 Eh. As for the HOMO energy: -15.2 eV. The molar mass comes out at 1244.8 g mol⁻¹.